ORCA calculation (wB97M-V/def2-TZVPD) on a structure of composition C16H31Cl3N8O4PtS.

Last column: Löwdin spin population.
Element x y z (Å)
Pt  0.4694  -0.8653  -0.6415  1.5112
Cl  -1.1224  -6.1731  -0.1304  -0.0007
Cl  -2.1974  -4.9835  2.3015  -0.0009
Cl  -3.5860  -4.6207  -0.2359  -0.0003
S  3.7999  -3.9901  -2.3301  -0.0020
O  2.2665  0.1938  3.4125  0.0110
O  1.9832  -1.0999  1.5075  0.0456
O  1.3842  0.9946  -1.6232  0.0797
O  -0.8355  -0.4748  -2.4318  0.1123
N  -3.3620  5.8063  5.1116  0.0001
N  -0.6281  -2.6606  0.0865  0.0687
N  -2.4956  3.6776  4.7979  0.0002
N  2.3475  -1.9378  -2.8815  0.1909
N  2.0429  -2.2058  -1.6463  0.2752
N  -0.8821  0.5694  0.4176  0.1792
N  -2.9501  4.4512  6.9237  0.0000
N  2.5812  -3.7252  0.0655  0.2267
C  -0.5792  0.8487  -2.9603  0.0047
C  2.7683  -3.5226  -5.7176  0.0346
C  -1.0167  -1.4919  -3.4468  0.0049
C  -1.0833  0.4310  1.8515  0.6764
C  2.1305  -0.4481  2.4778  0.0144
C  -1.3272  2.8215  2.7637  0.0283
C  0.8962  1.1440  -2.9744  0.0031
C  2.7344  -3.2981  -1.1558  0.0881
C  2.7793  1.3465  -1.5013  0.0052
C  -2.9463  4.6491  5.6106  0.0000
C  -2.2861  3.8557  3.3598  0.0034
C  3.2710  -2.7740  -3.4146  0.1793
C  -1.2412  -3.6058  0.2971  0.0012
C  -1.9278  1.4103  2.5982  0.0961
C  3.7148  -2.6822  -4.8091  0.0330
C  -2.0351  -4.8269  0.5588  0.0003
H  -0.9252  -0.5697  2.2295  0.0343
H  -1.1121  1.5497  -2.3176  0.0000
H  -0.9979  0.9253  -3.9638  0.0027
H  1.7427  -3.1623  -5.6591  0.0000
H  1.4423  0.4611  -3.6291  -0.0004
H  1.9821  -3.2205  0.7114  0.0042
H  3.0614  1.2009  -0.4621  0.0007
H  -2.4134  3.7113  7.3457  0.0000
H  4.7365  -3.0510  -4.9085  0.0033
H  -0.4178  2.7786  3.3665  0.0014
H  -1.8447  4.8426  3.2190  0.0005
H  -2.8976  1.5015  2.0853  0.0247
H  1.0665  2.1714  -3.3033  0.0021
H  -2.1414  0.9661  3.5721  -0.0002
H  -1.1857  -2.4311  -2.9268  0.0002
H  -0.5455  1.5074  0.1980  0.0133
H  3.6807  -1.6345  -5.1119  0.0047
H  -1.8945  -1.2400  -4.0393  0.0031
H  -1.0389  3.2149  1.7852  0.0003
H  -3.6258  5.9019  4.1458  0.0000
H  -3.4344  5.0800  7.5456  0.0000
H  2.9103  2.3931  -1.7730  0.0023
H  3.0885  -4.5300  0.4213  0.0039
H  3.1185  -3.4133  -6.7419  0.0040
H  -3.5519  6.5910  5.7164  0.0000
H  -2.5000  2.7456  5.1805  0.0001
H  3.3864  0.7179  -2.1543  -0.0001
H  -3.2405  3.8274  2.8238  0.0007
H  -1.7840  0.4858  -0.0634  0.0239
H  2.8016  -4.5780  -5.4513  0.0003
H  -0.1335  -1.5566  -4.0822  -0.0001

Atoms 1-3, force components in eV/Å:
Pt -0.07 0.03 0.02
Cl 0.00 0.00 0.00
Cl 0.00 0.00 0.00

Calculated values
2S+1: 5
⟨S²⟩: 6.02
DFT total energy: -3263.835183 a.u.
Highest occupied orbital energy (spin up / spin down): -18.9 / -19.7 eV
Relative energy (zero: lowest compared OMol25 entry of this formula, charge and spin): 0.0 kcal/mol
HOMO-LUMO gap (spin up / spin down): 8.080 / 5.336 eV
Charge: +4



ORCA calculation (wB97M-V/def2-TZVPD) on the molecule C37H42F2N8O4.

Last column: Löwdin charge in e.
Element x y z (Å)
F  6.1593  -3.1706  -2.2245  0.0646
F  3.1816  -4.2719  1.2208  0.0757
O  1.2143  2.7322  0.9857  0.0377
O  -1.3664  -2.2313  2.9839  -0.0590
O  3.4402  2.6662  2.5984  -0.0354
O  1.0413  -0.7409  0.3657  -0.0779
N  -5.7850  -0.2668  0.1551  -0.0968
N  -0.0598  -2.9644  -1.0226  -0.0956
N  0.6639  -3.3675  -2.0723  0.1232
N  -1.2539  -2.4733  -2.7758  0.0801
N  3.1348  2.1123  -1.7806  0.1386
N  1.0040  1.9964  -1.2303  0.0972
N  2.9851  2.5090  -0.4958  -0.0183
N  -4.4603  0.9112  -1.7412  -0.0954
C  3.5307  -3.4455  0.2103  -0.2088
C  -4.9394  -0.3941  -2.1441  -0.1172
C  1.4749  -2.0495  0.6897  -0.3734
C  -2.9094  -0.3606  2.5168  -0.0182
C  -2.6450  2.1218  -0.6606  -0.0118
C  4.1822  0.7002  1.3738  -0.0178
C  -2.1735  0.5130  -2.3688  -0.0276
C  -3.9932  0.1003  1.7937  -0.0146
C  -3.1214  1.1748  -1.5757  -0.2166
C  4.6818  -3.7420  -0.4925  0.0780
C  4.3031  2.2123  1.5938  -0.3862
C  -2.4625  -1.6664  2.3716  -0.2931
C  3.1282  -1.5371  -1.1466  -0.0204
C  -0.8274  0.7711  -2.2409  -0.0163
C  1.6526  -2.0505  2.2234  -0.0372
C  -6.1117  1.1432  0.0752  -0.1284
C  4.1283  2.9797  0.2580  -0.2261
C  -4.2598  -2.0404  0.8022  -0.0207
C  1.9539  1.8072  -2.1944  -0.1182
C  5.0378  -2.9017  -1.5315  -0.2684
C  4.2751  -1.8004  -1.8713  0.0064
C  -4.6839  -0.7073  0.8871  -0.2163
C  2.7371  -2.3439  -0.0866  -0.0983
C  1.6810  2.4574  -0.1120  -0.4245
C  -1.2057  -2.4237  -1.4635  -0.1475
C  0.3968  -3.1098  0.3241  -0.0195
C  0.2258  -0.2663  1.4200  -0.1131
C  -5.5066  1.7524  -1.2201  -0.1224
C  -0.3732  1.7220  -1.3344  -0.1988
C  -6.0297  -0.8572  -1.1466  -0.1340
C  -0.0844  -3.0563  -3.1039  -0.2138
C  -3.1835  -2.5069  1.5254  -0.0239
C  4.0767  5.2751  -0.8152  -0.0935
C  -0.4113  -1.4219  3.6341  -0.1448
C  4.0292  4.4921  0.4903  -0.1892
C  0.7246  -0.9272  2.7197  -0.1926
C  -1.2981  2.3966  -0.5470  -0.0022
H  4.9869  2.7582  -0.3840  0.1552
H  2.5315  2.6765  2.2378  0.0576
H  0.3144  0.8195  1.4464  0.1102
H  4.5755  -1.1638  -2.6874  0.1189
H  -2.4083  0.3354  3.1709  0.1134
H  -5.1293  2.7587  -1.0490  0.1145
H  -5.7658  1.6688  0.9597  0.0982
H  0.0191  -2.0601  4.4123  0.1357
H  -4.2733  1.1271  1.9581  0.0968
H  1.3873  -3.0165  2.6471  0.1267
H  5.2776  -4.6030  -0.2380  0.1317
H  -7.2042  1.2306  0.0493  0.1206
H  5.3124  2.4375  1.9622  0.1475
H  -4.1094  -1.1006  -2.1282  0.1033
H  -5.3517  -0.3608  -3.1618  0.1268
H  -0.1315  0.2213  -2.8551  0.1060
H  4.8727  0.3689  0.6023  0.0851
H  -0.8834  -0.5663  4.1246  0.1181
H  0.2091  -3.2545  -4.1140  0.1000
H  -2.4823  -0.2151  -3.1003  0.0951
H  -0.8173  -0.5195  1.2073  0.1117
H  -1.9619  -2.0257  -0.8176  0.1106
H  -0.4579  -3.0006  0.9930  0.1186
H  3.1707  0.4372  1.0749  0.0612
H  1.3019  -0.2046  3.3010  0.1468
H  0.8299  -4.1052  0.4451  0.1436
H  4.4142  0.1849  2.3024  0.0851
H  3.1012  4.7063  1.0225  0.1125
H  -3.3262  2.6538  -0.0162  0.1016
H  2.5178  -0.6862  -1.3967  0.0984
H  -2.8807  -3.5396  1.4366  0.1238
H  -6.2843  1.8182  -1.9914  0.1228
H  4.8568  4.7906  1.1348  0.1210
H  -0.9592  3.1263  0.1706  0.1130
H  -4.7709  -2.7429  0.1646  0.1062
H  3.2543  4.9919  -1.4687  0.0655
H  -6.0595  -1.9432  -1.0933  0.1078
H  -7.0179  -0.5201  -1.4704  0.1216
H  2.6894  -1.8325  2.4758  0.1227
H  4.0029  6.3414  -0.6171  0.0705
H  1.7411  1.4716  -3.1879  0.1316
H  5.0091  5.0846  -1.3421  0.0742

Atoms 1-3, force components in eV/Å:
F -0.01 -0.01 0.01
F -0.06 0.02 0.00
O -0.28 0.23 0.53

Calculated values
DFT total energy: -2373.899200 a.u.
Highest occupied orbital energy: -7.5 eV
HOMO-LUMO gap: 8.180 eV



ORCA calculation (wB97M-V/def2-TZVPD) on the molecule C6H14N2 in a non-equilibrium geometry.

Last column: Löwdin charge in e.
Element x y z (Å)
N  0.9465  1.4029  -0.3960  0.0289
N  -0.0997  0.9019  -3.0734  0.0700
C  -1.5427  -1.4913  -0.4909  -0.0921
C  -0.8420  0.1583  -2.3945  -0.1716
C  0.4509  0.0908  -0.1818  -0.3636
C  1.3989  0.2694  2.3428  -0.1492
C  -0.9270  -0.1170  -0.6819  -0.3135
C  0.2506  -0.3048  1.5326  -0.1777
H  -0.6994  0.0508  1.9367  0.0943
H  0.6010  1.3986  -2.5149  0.0246
H  0.2608  -1.3927  1.5832  0.0846
H  1.3677  -0.0786  3.3771  0.0668
H  2.3589  -0.0212  1.9146  0.0693
H  -0.8154  -2.2719  -0.7093  0.0876
H  -2.3897  -1.6148  -1.1643  0.0711
H  -1.9136  -1.6271  0.5228  0.0711
H  -1.6192  -0.3818  -2.9456  0.0788
H  1.1542  -0.6391  -0.5901  0.1451
H  1.9206  1.5105  -0.1494  0.0859
H  -1.5951  0.6789  -0.3424  0.1305
H  0.3815  2.1186  0.0443  0.0976
H  1.3523  1.3596  2.3800  0.0615

Atoms 1-3, force components in eV/Å:
N 0.21 0.61 -0.32
N 0.47 0.13 -0.16
C 0.07 0.28 0.10

Calculated values
DFT total energy: -346.469697 a.u.
Highest occupied orbital energy: -8.2 eV
Relative energy (zero: lowest compared OMol25 entry of this formula, charge and spin): 36.1 kcal/mol
SMILES: [H]/N=C\[C@@H](C)[C@@H](N)CC
HOMO-LUMO gap: 9.175 eV



ORCA calculation (wB97M-V/def2-TZVPD) on a structure of composition C43H37ClCrN9O4S2 in a non-equilibrium geometry.

Last column: Löwdin spin population.
Element x y z (Å)
Cr  0.4617  -0.4117  0.1356  2.7753
Cl  -5.2689  -0.8537  4.3935  0.0008
S  1.5503  -0.2550  -4.4031  0.0002
S  -2.2765  -4.7518  0.2284  0.0004
O  -2.4454  -5.7147  -0.8261  0.0004
O  0.0261  -1.0674  1.9079  0.0122
O  -1.8828  -5.2613  1.5197  0.0006
O  -1.3354  -1.2822  -0.4667  0.0093
N  1.4360  -2.2934  -0.0251  -0.0036
N  -0.1896  0.4141  -2.6857  0.0033
N  2.0094  0.3803  0.7623  0.0493
N  2.8909  -1.2689  -2.2859  0.0049
N  -0.8633  1.2355  0.3686  -0.0099
N  -1.2686  -3.5614  -0.2287  0.0039
N  0.8044  -0.2271  -1.9808  -0.0013
N  1.2203  -4.7048  0.3954  0.0030
N  1.2332  2.4948  -1.0686  0.0039
C  0.9913  2.3083  2.7312  0.0048
C  -2.8572  -2.0076  3.8514  0.0013
C  0.6813  -5.5959  -0.6382  0.0006
C  0.8722  4.6824  3.1015  0.0041
C  1.2731  -3.4200  0.1754  0.0081
C  -1.8780  -2.3889  -0.2447  0.0037
C  -1.6140  -2.0495  3.2755  0.0012
C  0.7746  4.4735  -2.9580  -0.0001
C  1.7802  -0.6464  -2.7390  0.0056
C  -0.0297  2.9227  -1.2882  0.0002
C  -5.5911  -1.7336  0.3558  0.0000
C  -1.7467  1.1603  1.3019  0.0076
C  -1.6433  4.3756  -2.4375  -0.0006
C  6.4007  1.5706  2.2362  -0.0003
C  2.2114  2.9987  -1.7658  0.0004
C  -3.3479  -2.4554  0.0547  -0.0006
C  -2.0225  0.0909  2.2223  0.0040
C  -1.8466  0.1058  -5.5370  0.0001
C  -1.1555  -1.0066  2.4374  0.0042
C  2.1311  2.4709  1.9511  0.0101
C  7.0269  1.0342  1.1196  0.0046
C  2.0338  3.9971  -2.7504  0.0003
C  -0.8857  1.1328  -4.9280  0.0001
C  -3.6837  -0.8909  3.6639  0.0037
C  0.0418  0.5008  -3.9388  0.0008
C  2.0163  4.8523  2.3318  -0.0001
C  1.1992  -5.1709  1.7858  0.0006
C  -2.6533  3.7445  -1.7817  0.0001
C  5.0151  1.6528  2.2875  0.0047
C  4.2382  1.1884  1.2296  0.0059
C  -3.2660  0.1459  2.8813  0.0011
C  -4.2728  -1.4300  0.0372  0.0002
C  -3.7265  -3.7402  0.3830  0.0000
C  -5.9622  -3.0344  0.6953  0.0001
C  -2.3746  2.6935  -0.8778  -0.0008
C  2.6483  3.7500  1.7712  0.0055
C  -0.3108  3.9435  -2.2236  0.0001
C  4.8738  0.6561  0.1130  0.0059
C  -1.0987  2.2959  -0.5795  0.0016
C  -5.0261  -4.0624  0.7205  0.0000
C  2.7328  1.2601  1.2758  0.0576
C  0.3649  3.4049  3.3060  -0.0004
C  6.2581  0.5808  0.0538  -0.0003
H  0.6119  1.3045  2.8852  0.0001
H  -6.3434  -0.9547  0.3371  0.0000
H  -5.3031  -5.0735  0.9886  0.0000
H  1.8302  -6.0543  1.8731  0.0001
H  0.3843  5.5410  3.5469  0.0003
H  -0.1379  -6.1813  -0.2208  0.0001
H  1.5859  -4.3877  2.4326  0.0001
H  0.1764  -5.4141  2.0798  0.0000
H  3.4646  -1.7607  -2.9467  0.0002
H  6.7409  0.1694  -0.8252  -0.0001
H  -2.4435  1.9929  1.3917  -0.0005
H  -3.9601  -0.4269  -0.2279  0.0001
H  -3.9170  1.0000  2.7284  -0.0001
H  -0.9708  -2.9091  3.4117  0.0002
H  -6.9956  -3.2480  0.9379  0.0000
H  -3.2094  -2.8388  4.4490  0.0000
H  -1.2977  -0.6885  -6.0457  0.0000
H  3.2025  2.5991  -1.5572  0.0002
H  0.5814  5.2489  -3.6911  0.0000
H  -2.5053  0.5840  -6.2621  0.0000
H  0.2822  -5.0075  -1.4593  0.0000
H  4.5296  2.0665  3.1635  0.0000
H  2.8794  4.3663  -3.3153  0.0000
H  2.8195  -1.6488  -1.3481  0.0002
H  2.4135  5.8462  2.1644  0.0000
H  -1.8405  5.1768  -3.1403  0.0000
H  3.5390  3.8878  1.1676  0.0001
H  6.9932  1.9273  3.0703  -0.0001
H  -0.5225  3.2645  3.9134  -0.0001
H  -3.2166  2.1659  -0.4491  0.0000
H  4.2615  0.3183  -0.7151  0.0008
H  8.1074  0.9674  1.0799  0.0003
H  1.4665  -6.2615  -0.9974  0.0001
H  -1.4421  1.9072  -4.3987  0.0000
H  -0.2982  1.6066  -5.7164  0.0000
H  -3.6839  4.0308  -1.9512  0.0000
H  -2.4561  -0.3483  -4.7557  0.0000

Atoms 1-3, force components in eV/Å:
Cr -0.89 -0.39 0.07
Cl 0.08 -0.01 -0.02
S -0.01 0.06 -0.16

Calculated values
2S+1: 4
⟨S²⟩: 3.77
DFT total energy: -4755.699167 a.u.
Highest occupied orbital energy (spin up / spin down): -7.1 / -7.4 eV
Relative energy (zero: lowest compared OMol25 entry of this formula, charge and spin): 10.9 kcal/mol
HOMO-LUMO gap (spin up / spin down): 6.871 / 7.125 eV